ORCA calculation (ωB97M-V/def2-TZVPD) on a cluster of 26 separate species, C71H209N37O26 in total at a distorted geometry.

XYZ file:
```
343
Properties=species:S:1:pos:R:3:forces:R:3
O -8.1685 -0.8354 -1.9180 -2.0 -0.7 -0.2
O 4.4293 -2.7843 1.4720 -1.2 -5.1 -2.4
O 0.0815 9.3395 -2.2109 0.9 0.2 -1.4
O 1.1787 -4.2320 -2.4292 -1.2 1.0 -1.0
O 8.3886 0.5926 4.3421 0.1 -0.5 -0.1
O 0.8061 3.1730 -4.0001 0.9 -2.7 0.0
O 3.8341 4.3891 -0.3971 5.2 0.5 2.4
O -0.1320 -1.0597 -0.1522 0.4 0.4 1.4
O 2.1197 4.6802 5.7273 -4.8 -3.3 -0.5
O 8.4427 -0.1527 -1.8598 -0.7 -0.7 -1.3
O 0.7940 -9.1957 -3.0545 -0.2 -1.7 -0.4
O 1.6449 7.6275 1.8183 0.6 -0.4 0.1
O -1.4811 -4.3364 5.6025 2.8 2.0 1.7
O 4.2660 0.3617 6.7637 2.2 -2.6 0.8
O -1.3579 3.3040 -0.4140 1.0 -0.9 -2.6
O -6.3257 1.8506 0.8054 0.5 -1.2 0.8
O 4.2645 1.4754 3.3855 -1.4 -0.1 0.1
O 4.2055 -3.0427 -5.0634 1.3 -1.0 1.1
O -1.5808 3.7233 4.4604 -0.7 0.3 -1.0
O -4.8145 -1.3809 -4.7928 0.6 1.0 0.2
O -4.0100 -3.5424 1.0955 2.9 1.4 0.2
O 4.4050 -7.3789 4.9611 0.9 2.3 0.4
O -2.2624 -6.3690 -0.7780 -0.4 0.9 -0.3
O -3.7421 2.9388 -3.9855 -0.7 0.2 0.1
O 4.2503 -3.0818 5.3446 -1.3 -0.4 0.8
O 0.8369 0.7270 -9.8127 -1.2 -1.2 0.9
N 3.1894 6.4655 6.2755 0.6 3.5 1.3
N -1.1923 8.6882 2.2711 -0.5 1.3 0.4
N 1.5651 1.5115 2.0601 -0.6 -0.2 -0.1
N -0.0858 -1.4237 7.6045 1.5 0.3 -1.0
N 3.1172 -6.6677 1.4550 0.1 -0.7 -0.8
N 5.9506 2.6976 4.0548 3.4 0.4 5.1
N -0.2467 2.8883 6.0102 2.5 0.5 1.0
N 7.2761 -2.2551 4.7269 0.5 -0.3 -0.7
N 3.1556 -1.7463 -6.4345 1.7 5.8 -6.5
N -1.5569 -3.1828 -5.6622 -0.8 1.0 -0.1
N 2.9954 1.6028 8.1486 -1.1 0.0 5.8
N -8.1062 3.0553 -1.3406 0.3 0.6 -1.7
N 1.9654 -2.8751 -5.1884 -2.9 -2.8 3.0
N -0.4170 6.5296 0.1538 0.4 -0.6 1.7
N -1.8328 1.9154 -6.4391 1.5 -0.2 0.8
N 1.7786 3.6509 -0.3647 -3.6 -2.4 2.5
N 4.5983 -1.3473 3.0194 -0.7 0.4 4.8
N 2.1746 -3.0784 -0.7541 -0.3 2.5 1.5
N 3.0341 -4.4375 6.7584 -0.7 -2.6 -0.8
N 2.2209 -7.9437 -1.8610 3.4 -0.5 1.6
N 3.2309 -4.6376 -1.8425 3.3 -1.5 0.1
N -2.5602 4.2249 1.2517 -3.3 1.5 -1.7
N 5.0906 3.2543 2.2294 -0.5 2.1 -3.3
N -0.9002 3.2119 1.8096 5.2 -3.0 1.8
N -0.0121 -0.7275 -7.3571 0.0 0.9 -1.2
N 0.4058 -7.0886 -2.6142 -3.1 4.6 -0.2
N -7.2971 -2.5171 -5.2300 0.4 1.0 -2.0
N 5.3852 -0.8511 1.0298 1.7 2.7 -2.2
N -7.3713 -4.6466 2.0980 -0.9 0.3 -0.5
N 5.9116 -1.8106 -2.0088 0.3 -1.6 0.8
N 4.2540 4.9283 5.1907 3.2 -1.1 -1.8
N -2.0388 1.7700 5.5219 -3.1 -2.6 0.0
N 3.3053 -2.3681 7.2714 -0.3 2.9 0.9
N 3.1105 2.0491 6.0680 -0.6 1.3 -2.7
N -6.3852 5.5555 -4.2447 0.3 1.1 0.3
N -2.6588 -8.3403 1.2009 -1.6 -0.1 0.3
N 2.5113 4.5792 -2.1442 0.5 2.0 -3.4
C -0.4625 2.8282 -4.5002 -0.2 1.8 -2.3
C -1.3259 2.8298 5.2521 0.6 1.4 0.2
C -7.9060 -2.3717 -3.9689 0.6 0.1 2.0
C 2.1045 -6.0439 3.4703 0.1 0.3 0.5
C -6.5719 3.2400 0.6173 0.5 0.5 0.4
C -7.3216 -0.3966 -0.9409 2.8 -0.1 0.2
C -6.2836 -3.6627 1.9462 1.0 -1.2 3.5
C 4.8141 -1.7210 1.8203 -0.1 1.4 -1.2
C -0.4557 2.4310 -6.0918 0.0 0.5 0.4
C 1.2494 8.8387 2.3898 -0.1 0.0 1.9
C 3.1070 5.3121 5.6707 0.7 0.9 1.2
C 7.1262 0.3812 -1.9265 -0.5 0.3 0.0
C 1.2987 -0.9792 2.3654 -0.7 0.1 -0.2
C 7.5129 -1.2085 5.7258 -1.7 -1.6 -1.5
C 5.0045 2.4541 3.2480 -1.4 -2.3 -2.8
C 3.5134 -3.2739 6.3336 2.3 -0.2 -0.5
C -5.1614 -4.2544 1.1045 -1.5 -1.8 -0.2
C -3.0094 -2.7957 -5.7823 1.4 0.4 1.3
C 8.1525 0.0652 3.0030 -0.1 1.8 1.4
C -1.5251 3.5304 0.7502 -2.6 1.5 0.6
C 3.4645 -6.3486 2.8187 -0.8 0.7 1.6
C -0.1568 7.4344 4.1573 0.3 0.2 -0.6
C -2.5335 -5.0575 -1.3390 -0.4 -0.7 0.6
C -1.0846 -1.1097 -1.1807 0.7 0.7 -1.0
C -2.3004 -3.8916 4.5567 -0.6 -2.0 -0.5
C 1.3476 0.2361 1.3909 -0.7 -1.6 -0.4
C 1.5792 1.9191 -3.9769 0.1 0.7 0.8
C 7.6229 -1.9503 7.0077 1.0 0.7 1.5
C -1.5917 -6.3329 0.4979 1.5 -1.0 -1.5
C -0.1794 7.0916 -1.1184 -1.1 0.8 -1.9
C 4.1934 -7.4763 3.5829 -1.5 -1.4 -1.3
C -3.8722 -2.4399 0.2476 -2.3 0.4 -1.1
C 3.5188 1.2587 7.0398 0.0 0.8 -4.1
C 3.0221 7.5511 1.4774 -0.3 0.2 -0.2
C -0.5115 -1.0470 -8.7370 -1.3 0.1 1.0
C -0.4333 8.6498 -1.0528 1.5 0.9 -1.3
C -7.9771 3.4650 0.0663 -0.7 -3.6 0.0
C 5.2175 -6.2204 5.1847 1.0 -0.1 0.1
C -1.3482 -7.7917 0.9532 -0.7 -1.3 -1.0
C -5.1254 -0.4666 -5.8702 1.1 -0.7 0.1
C 6.0460 -0.5289 -2.5886 -0.8 1.8 -0.1
C -0.8950 -2.5751 7.2640 -0.5 1.3 0.3
C 0.5283 -0.6815 -9.8199 -0.8 -0.4 1.9
C 0.0383 0.2451 0.4796 1.7 -1.1 0.0
C -7.2921 -3.5471 -3.1606 -1.0 1.1 0.9
C -6.7127 3.3487 -5.2470 0.3 -0.3 1.2
C 9.3268 0.6090 -1.0945 0.7 -0.4 -0.2
C -0.6540 -8.8383 0.0129 1.9 1.7 0.2
C 0.0371 3.4371 -7.1699 -0.3 1.0 0.6
C 2.1635 -3.9049 -1.7633 -2.7 -1.7 -0.4
C 3.1765 -2.6134 -5.5567 1.0 -2.5 3.3
C 1.5079 9.1303 -2.4450 -2.1 -1.2 -0.3
C -3.9091 -3.9965 -5.8042 -0.2 0.5 0.2
C -5.3031 1.3328 1.7449 -0.4 2.0 -0.5
C 8.6703 -0.3608 5.3842 1.2 0.8 -0.5
C -0.3889 -3.3726 6.0000 -2.3 -0.1 0.8
C 2.8017 4.1999 -0.9290 -1.8 0.2 -1.3
C -7.7110 -0.9097 -3.2663 -0.7 -0.9 0.0
C -5.9872 4.1650 -4.1904 1.4 0.3 -0.8
C -1.8984 -0.3172 -8.9860 1.3 -0.4 -0.2
C 4.6062 0.0745 -2.4933 0.6 1.2 0.0
C 2.1512 0.9770 -10.1980 0.0 0.3 -1.4
C -3.9181 2.5665 -2.5963 -0.3 0.1 -0.6
C -0.9917 6.3883 -2.2443 0.3 0.5 0.3
C -5.6640 -3.3662 3.4207 -0.3 0.0 -2.3
C -0.0411 8.6673 3.1520 -1.6 -1.6 0.2
C -2.2539 -1.8569 7.1258 -0.5 -2.3 -0.9
C -9.0246 2.4610 0.7154 -0.7 1.6 0.9
C -4.4091 4.1817 -4.3621 -0.8 -0.7 1.5
C -3.4545 -1.7643 -4.6327 0.6 -1.5 -1.5
C 1.1021 -8.1393 -2.5420 1.0 -3.1 -0.9
H 2.3459 -4.4713 7.4969 0.4 -0.3 -0.3
H -7.3650 5.7771 -4.1397 -0.4 -0.8 -0.3
H 2.4581 2.4558 8.2108 0.3 -0.3 0.3
H 0.3603 1.7239 -6.2412 -0.8 -1.2 0.5
H 6.6608 -0.5288 5.7182 -0.4 0.2 0.5
H -4.9097 2.1731 -2.3726 -0.4 0.1 -0.3
H 0.5036 -3.9049 6.3291 -0.2 -0.4 -0.4
H -0.8566 5.3071 -2.2714 0.6 -0.1 0.2
H -0.0242 2.1447 6.6564 0.2 0.1 -0.3
H -0.2131 3.1665 -8.1957 -1.0 -0.3 0.2
H -0.3605 -0.9920 8.4753 0.5 -0.2 0.0
H 10.3332 0.1940 -1.1486 -0.2 -0.7 0.0
H -2.5010 2.6726 -6.4245 0.1 0.7 -0.4
H -1.9297 -0.4342 -1.0485 -0.4 -0.3 0.5
H -3.3598 -2.2451 -3.6591 -0.3 -0.3 0.1
H -0.7864 -7.8091 1.8871 0.2 0.4 0.1
H 3.8118 -0.6288 -2.7429 0.4 -0.3 -0.1
H -7.1896 -5.6309 2.2327 1.2 0.0 -0.6
H -2.0170 -4.3091 -0.7379 0.0 0.2 -0.3
H 1.1321 -1.9316 1.8622 0.3 0.1 -0.4
H 2.2617 0.3772 -11.1014 0.9 0.2 -0.2
H 4.8526 -5.3118 4.7057 -0.3 -0.1 0.2
H -1.9315 8.9055 2.9241 -0.8 -0.3 -0.8
H -4.8665 -2.6397 3.2649 0.1 0.1 0.4
H 2.1177 9.4593 -1.6036 0.1 0.0 0.0
H -2.4928 -2.8292 4.4068 0.3 0.0 0.2
H -1.1963 7.2919 4.4529 -0.2 0.3 -0.3
H 1.5482 8.0563 -2.6267 0.9 -0.1 0.4
H 7.1981 -0.4611 2.9916 0.6 -0.4 -0.4
H 3.9723 7.0351 5.9878 -0.5 0.5 0.5
H -6.1874 2.3941 -5.2179 -0.3 -0.3 -0.4
H -8.7316 1.4348 0.9367 0.5 0.3 -0.4
H 3.2875 6.5338 1.1900 -0.3 -0.1 0.1
H 3.8719 -1.5379 7.1723 -0.3 0.6 0.2
H -0.4785 -7.0995 -3.1021 0.3 0.2 0.3
H 3.2099 8.1971 0.6198 0.3 0.2 -0.1
H 5.3773 0.1041 1.3576 0.2 0.0 -0.3
H 4.0835 -1.4793 -6.7309 -0.5 0.5 -0.7
H -2.1053 1.4824 -5.5683 -0.4 -0.7 0.2
H 1.8184 9.5285 -3.4110 -0.3 0.8 0.3
H -7.7745 -1.9282 -5.8974 -0.2 0.0 -0.4
H 2.4938 -5.9303 1.1589 -0.4 0.0 -0.2
H 2.4068 6.8065 6.8153 0.3 0.1 -0.4
H -0.3245 4.4351 -6.9223 -0.1 0.2 -0.4
H -1.2865 3.4958 2.6985 0.7 -0.5 0.5
H 2.9022 -2.6110 8.1651 0.4 0.1 -0.3
H 4.4096 0.4392 -1.4851 0.0 -0.1 0.3
H 7.9842 0.9941 2.4581 0.0 0.0 -0.4
H 5.7689 -2.3174 -2.8707 -0.3 -1.5 0.6
H 1.6652 4.3142 -2.6278 0.2 0.0 -0.2
H 1.1387 -2.5011 -5.6319 -0.1 -0.1 0.4
H -3.9937 -4.3972 -4.7941 -0.3 -0.1 0.1
H -8.9688 -2.4461 -4.1990 -0.2 -0.4 0.8
H 2.9580 0.7851 -9.4907 -0.2 -0.4 0.4
H -8.4164 -0.2775 -3.8055 0.3 0.3 -0.4
H 1.7261 -5.0649 3.1763 0.0 0.1 -0.2
H 3.4753 1.2071 8.9444 -0.5 0.4 0.4
H -3.3032 -7.5848 1.0165 -0.6 0.1 0.5
H -2.6823 -1.3228 7.9740 0.7 0.0 0.3
H 0.7964 -6.2858 -2.1419 -1.0 0.6 -0.6
H 0.2031 0.9665 -0.3207 -0.4 0.4 0.1
H -0.5357 -9.8575 0.3809 -0.7 0.1 0.6
H -6.0765 0.0313 -5.6816 0.2 0.0 0.3
H 1.3737 -6.7985 3.1793 0.1 -0.1 -0.2
H -3.2216 -4.4407 4.7514 -0.5 0.6 0.1
H 0.8998 -1.5525 7.4251 0.2 0.3 0.6
H 7.8951 -1.1389 7.6828 -0.2 -0.4 1.0
H -1.5742 0.7207 -8.9104 -0.8 0.2 -0.2
H 1.8969 2.9733 0.3748 0.0 0.2 0.4
H -0.6550 6.8196 -3.1871 -0.3 -0.1 -0.2
H 5.8173 3.9533 2.2869 -0.5 0.1 -0.4
H 1.2437 9.6764 1.6925 -0.2 0.0 -0.2
H 6.2192 -6.3778 4.7847 0.2 -0.2 -0.4
H 5.4038 -1.0239 0.0349 -0.1 -0.2 0.0
H -4.1014 4.5039 -5.3569 0.0 -0.4 -0.1
H 2.2432 0.1522 0.7753 -0.1 -0.4 -0.5
H -1.4006 -3.9770 -6.2663 0.1 -0.1 0.0
H -6.7092 -0.4807 -3.2887 0.3 -0.4 -0.5
H 2.2611 -1.4518 -6.7993 0.5 0.6 -0.5
H -0.8231 0.4392 1.1186 -0.2 0.3 -0.2
H -1.4433 9.0565 -1.0007 -0.4 -1.0 0.0
H -1.9629 -4.4370 3.6754 0.3 0.8 -0.7
H 6.8842 0.6693 -0.9034 -0.7 -0.4 0.4
H 3.4259 1.7688 5.1504 -0.3 0.1 -0.3
H -9.8478 2.4606 0.0009 -0.2 -0.3 0.2
H 0.0009 2.7901 1.6358 0.1 0.2 0.8
H -3.6004 -4.8378 -1.3795 -0.4 -0.2 0.9
H 6.5896 -2.9043 5.0839 -0.2 0.0 0.0
H 6.9060 -1.9019 3.8560 -0.1 -0.2 0.2
H 0.3361 6.9687 0.6637 -0.3 0.8 1.2
H -0.6199 -0.7290 -2.0902 0.2 0.1 -0.4
H 0.8003 1.6676 2.7010 -0.1 -0.1 0.5
H -7.3816 -4.4861 -3.7069 0.0 0.2 0.1
H 3.1795 5.2118 -2.5608 -0.3 -0.2 -0.3
H 2.1478 -1.1016 3.0379 0.1 0.4 -0.3
H -2.0747 6.4496 -2.1373 -0.1 0.7 0.1
H 0.1338 6.4881 3.7010 0.2 0.1 0.0
H 4.3268 4.0180 4.7592 0.1 0.4 0.4
H -2.1404 -1.1971 6.2657 -0.4 0.0 0.0
H 4.5775 3.2094 1.3606 -0.3 0.1 0.0
H 1.1113 3.5245 -7.3331 0.3 -0.1 1.0
H 2.2576 1.9579 -3.1246 0.4 0.4 -0.4
H 3.9320 -4.3519 -1.1740 0.8 -0.7 -0.7
H 2.0788 1.7093 -4.9226 0.2 0.3 0.1
H 4.2199 -2.1515 3.4992 -0.1 0.5 1.1
H -6.4395 -1.0359 -0.9053 0.4 -0.5 0.0
H -6.8350 0.5621 -1.1199 -0.5 0.4 -0.2
H -1.2485 -3.4297 -4.7327 -0.2 -0.1 0.3
H -9.5124 2.8332 1.6162 0.3 0.2 0.4
H -4.7780 -5.2311 1.4000 -0.7 -0.3 0.9
H 1.8237 9.1316 3.2687 1.5 -0.1 -0.3
H 3.5804 -8.3769 3.6186 -0.2 -0.1 -1.1
H 1.4019 -1.2661 -9.5312 0.4 0.1 -0.4
H -1.3899 7.9208 1.6449 0.2 -0.4 0.4
H -5.2243 -4.3186 3.7167 -0.1 0.1 0.3
H -4.0480 4.9266 -3.6529 0.1 0.4 0.0
H -1.0262 3.7466 -4.3359 -0.4 0.0 -0.4
H 3.0512 -2.9151 -0.2796 -0.1 0.4 0.4
H 9.0124 0.5438 -0.0529 0.0 0.8 0.2
H -3.5030 -4.7964 -6.4233 -0.2 0.2 -0.3
H 9.5316 1.5789 -1.5478 -0.8 0.6 0.5
H 6.7900 3.1687 3.7488 -0.1 -0.3 0.7
H 0.9806 1.0406 -3.7360 -0.6 0.1 -0.2
H -1.3338 -2.1488 -1.3963 -0.3 0.1 0.4
H -4.3179 1.4893 1.3056 0.1 0.1 0.1
H 0.0873 9.2609 -0.3155 0.1 -1.2 1.3
H -5.6405 -4.5409 0.1683 0.3 0.6 -1.0
H -6.0009 6.0375 -3.4447 0.4 0.2 0.1
H 6.7833 -2.1147 -1.5994 0.3 -0.3 -0.1
H 4.4613 0.9510 -3.1249 0.2 0.1 -0.3
H -2.8981 -8.9497 0.4319 0.1 -0.4 0.0
H 3.8899 -6.5756 0.8112 0.5 -0.2 0.1
H 1.4299 -2.4027 -0.6599 0.0 0.0 0.2
H -3.2494 1.7457 -2.3371 0.4 0.3 -0.3
H 0.8618 6.8573 -1.3398 0.2 0.7 -0.5
H 0.3278 0.2103 -7.5161 0.7 0.5 0.1
H 8.9839 0.2256 6.2478 -0.3 0.3 0.1
H -0.6219 -5.8654 0.3275 0.2 0.4 0.2
H -3.2534 -1.5908 0.5379 0.4 -0.7 0.7
H -6.1847 3.7279 -3.2116 -0.1 -0.2 0.0
H 0.4845 3.4788 5.6403 0.2 0.2 0.4
H 0.1046 5.6648 0.1381 -0.7 -1.2 -0.1
H 3.6423 7.8522 2.3216 0.1 0.1 0.1
H -0.8697 -3.2730 8.1009 -0.5 -0.4 0.0
H 7.0584 1.3514 -2.4187 0.5 0.2 -0.6
H -0.1202 -2.7116 5.1761 -0.1 0.0 -0.1
H -1.7969 1.1385 6.2720 0.0 0.1 -0.2
H 2.0977 -6.0290 4.5602 0.3 -0.1 0.0
H -8.2612 4.5130 0.1616 0.0 -0.1 0.1
H -6.5769 -2.7266 1.4708 -0.6 -0.1 0.1
H 5.4241 -6.0193 6.2358 -0.6 -0.3 0.2
H 3.3500 -5.2508 -2.6362 0.4 0.3 0.2
H -2.1545 -5.7850 1.2536 -0.1 0.0 0.1
H 9.5636 -0.9365 5.1421 0.0 -0.4 -0.4
H -2.2866 4.8025 2.0338 -0.8 0.5 -0.5
H -7.6458 -0.3865 0.0998 -1.0 0.0 -0.4
H 1.9869 -3.3777 -4.3125 -1.3 -0.3 0.0
H -4.8822 -2.0471 0.1301 -0.1 0.6 -0.1
H 0.3306 7.5334 5.1272 0.6 0.2 -0.2
H -6.3932 -3.0046 4.1458 0.0 -0.1 -0.1
H 4.6802 -0.4330 3.4406 0.0 -0.1 -0.1
H 5.0772 -7.6547 2.9705 0.7 -0.3 0.4
H 0.4091 -0.9146 2.9919 -0.2 0.4 0.2
H 0.0552 -1.1017 -10.7074 0.5 0.6 -0.8
H -7.6426 2.2091 -1.6392 1.2 0.1 0.7
H -9.0345 2.6851 -1.4865 -0.4 0.8 -0.1
H -7.7679 -3.6098 -2.1820 -0.1 -0.3 0.1
H 4.1024 -5.4648 2.8069 0.0 0.3 0.4
H -0.9703 2.0811 -3.8902 0.2 -0.5 -0.1
H -6.7550 3.7470 -6.2608 0.2 0.2 0.2
H -3.0783 -2.2779 -6.7389 -0.1 0.2 -0.1
H -6.2520 -3.3079 -2.9392 0.2 -0.1 -0.3
H 2.3706 1.3278 2.6411 0.5 0.5 0.2
H -2.9525 -2.6723 6.9383 -0.6 0.3 -0.4
H 3.3456 -5.2725 6.2831 -0.6 0.0 0.1
H -3.6365 -2.7206 -0.7789 0.5 -0.2 0.0
H -5.3861 1.8727 2.6881 0.2 0.4 0.0
H -3.0001 1.7352 5.2139 0.2 0.0 -0.1
H -2.7074 -0.9714 -4.5975 -0.3 0.7 -0.3
H -2.3568 -4.9633 -2.4104 1.2 -0.5 0.0
H -2.3767 -0.5600 -9.9348 0.5 0.2 -0.4
H 5.8657 2.1568 4.9036 1.1 0.0 0.1
H 8.4301 -2.6820 7.0414 0.3 0.1 -0.4
H -3.7577 3.4029 -1.9160 0.3 0.2 -0.1
H 6.7619 -2.5228 7.3527 -0.4 0.5 -0.2
H 0.3778 -8.4869 0.0212 0.4 -0.1 -0.4
H -0.6377 -2.1267 -8.6558 0.0 -0.2 -0.9
H -0.8542 -0.4568 -6.8695 -0.3 -0.5 0.7
H 2.8780 -8.7086 -1.8037 -0.2 0.2 0.0
H 5.0356 5.2722 5.7301 0.2 -0.4 -0.5
H 2.2156 2.0321 -10.4640 0.0 0.0 0.0
H 2.4564 2.8120 6.1698 0.3 0.0 -0.2
H -4.8559 -3.5922 -6.1624 -0.4 -0.9 0.1
H 0.8571 3.7172 -0.7729 0.0 -0.4 0.0
H -5.3656 0.2940 2.0692 -0.9 -0.2 -1.0
H -4.2954 0.2277 -6.0012 -0.2 0.3 0.1
H -7.9819 -4.5014 2.8893 0.0 0.9 0.0
H 2.5521 -7.0311 -1.5827 -0.2 -0.3 0.0
H -6.4465 3.8817 1.4894 -0.3 -0.6 0.9
H -5.2165 -1.0330 -6.7970 -0.1 0.0 -0.2
H -5.8285 3.7366 -0.0064 0.2 -0.5 -0.8
H -7.7052 3.2402 -4.8096 -0.3 -0.4 -0.6
H -0.2118 9.5142 3.8167 0.5 0.5 -0.3
H -0.9218 -8.9146 -1.0409 -0.6 0.4 0.2
H 6.1871 -0.7516 -3.6462 0.8 1.1 -0.3
H 9.0555 -0.3893 2.5952 -0.3 -0.6 0.1
H -6.3551 -2.1548 -5.1919 0.1 -0.6 0.1
H -3.0684 4.5805 0.4546 -0.4 1.0 0.7
H -2.7124 -0.5175 -8.2892 0.5 -0.1 0.6
```
Forces are in eV/Å.

The calculation puts the HOMO energy at -8.5 eV. As for the total energy: -185377.2318 eV. Its orbital gap is 8.16 eV.